Entry 1:
{"formula": "C5H12N5", "method": "ωB97M-V with the def2-TZVPD basis set", "total_charge": 1, "homo_ha": -0.4510, "orbital_gap_ev": 8.843, "de_lowest_kj_mol": 392.6, "energy_ha": -471.1591, "elements": ["C", "C", "C", "C", "C", "N", "N", "N", "N", "N", "H", "H", "H", "H", "H", "H", "H", "H", "H", "H", "H", "H"], "xyz": [[-0.690, -0.369, 0.536], [-0.690, 1.975, 0.160], [0.522, 0.076, -0.372], [1.818, 0.231, 0.383], [0.603, -0.844, -1.650], [-1.835, -0.923, -0.317], [-2.746, -0.369, -0.796], [0.145, 1.476, -0.690], [-1.118, 1.062, 0.992], [-0.268, -1.282, 1.538], [-0.779, 2.999, 0.401], [2.769, 0.284, -0.279], [2.061, -0.680, 0.845], [1.922, 1.027, 1.131], [1.018, -0.310, -2.526], [-0.324, -1.378, -1.960], [1.372, -1.645, -1.545], [-1.626, -1.976, -0.445], [0.801, 2.122, -1.275], [-1.930, 1.088, 1.605], [0.111, -0.744, 2.332], [-1.138, -1.821, 1.933]], "nbo_charge": [0.358, 0.396, 0.097, -0.665, -0.644, -0.240, -0.151, -0.509, -0.564, -0.827, 0.249, 0.255, 0.253, 0.236, 0.247, 0.237, 0.251, 0.315, 0.457, 0.446, 0.405, 0.397]}



Entry 2:
{"formula": "C5H12N6", "method": "ωB97M-V with the def2-TZVPD basis set", "total_charge": 2, "homo_ha": [-0.6571, -0.5543], "orbital_gap_ev": [8.304, 3.691], "de_lowest_kj_mol": 813.9, "energy_ha": -525.3169, "elements": ["C", "C", "C", "C", "C", "N", "N", "N", "N", "N", "N", "H", "H", "H", "H", "H", "H", "H", "H", "H", "H", "H", "H"], "xyz": [[0.533, 0.752, -0.397], [-1.888, 1.078, -1.052], [3.034, -1.993, 0.641], [1.620, -0.308, -0.538], [1.773, -1.116, 0.805], [-5.474, -1.458, 0.486], [-5.538, -1.241, 1.708], [-4.450, -0.813, 0.923], [0.841, 1.928, -0.068], [-2.350, 2.253, -0.868], [-0.765, 0.434, -0.758], [3.251, -2.427, 1.597], [3.994, -1.484, 0.283], [2.922, -2.820, -0.158], [2.485, 0.222, -0.768], [1.429, -1.037, -1.406], [0.952, -1.718, 1.004], [2.025, -0.284, 1.538], [1.764, 2.261, 0.136], [0.262, 2.698, -0.346], [-3.407, 2.392, -1.040], [-1.988, 3.171, -0.508], [-1.025, -0.488, -1.217]], "nbo_charge": [0.640, 0.766, -0.628, -0.469, -0.373, 0.103, 0.077, -0.129, -0.631, -0.760, -0.645, 0.253, 0.233, 0.233, 0.252, 0.278, 0.230, 0.214, 0.469, 0.418, 0.499, 0.473, 0.496]}



Entry 3:
{"formula": "C5H12NO", "method": "ωB97M-V with the def2-TZVPD basis set", "total_charge": -1, "homo_ha": -0.0802, "smiles": "C[C@H](C[O-])N(C)C", "orbital_gap_ev": 6.289, "de_lowest_kj_mol": 234.0, "energy_ha": -327.6069, "elements": ["C", "N", "C", "C", "C", "C", "O", "H", "H", "H", "H", "H", "H", "H", "H", "H", "H", "H", "H"], "xyz": [[0.319, 1.469, -0.535], [1.014, 0.140, -0.579], [1.051, -0.354, -2.012], [-1.396, -1.001, -0.233], [0.133, -0.754, 0.172], [0.001, -0.219, 1.706], [-0.915, 0.706, 1.820], [-0.591, 1.587, -1.313], [1.088, 2.228, -0.728], [-0.160, 1.737, 0.518], [-0.019, -0.506, -2.445], [1.612, 0.358, -2.566], [1.621, -1.246, -2.160], [-1.800, -1.753, 0.382], [-1.932, -0.006, -0.083], [-1.550, -1.163, -1.269], [0.618, -1.788, 0.288], [-0.150, -1.107, 2.268], [0.836, 0.189, 2.008]], "nbo_charge": [-0.502, -0.448, -0.419, -0.665, -0.082, -0.020, -0.954, 0.140, 0.165, 0.314, 0.163, 0.178, 0.181, 0.202, 0.241, 0.169, 0.150, 0.071, 0.114]}



Entry 4:
{"formula": "C5H12NO", "method": "ωB97M-V with the def2-TZVPD basis set", "total_charge": -1, "homo_ha": -0.0927, "smiles": "CCCCNC[O-]", "orbital_gap_ev": 6.094, "de_lowest_kj_mol": 77.8, "energy_ha": -327.6664, "elements": ["C", "N", "C", "O", "C", "C", "C", "H", "H", "H", "H", "H", "H", "H", "H", "H", "H", "H", "H"], "xyz": [[0.240, -0.439, -0.423], [-0.567, -0.634, -1.605], [-0.062, -1.853, -2.480], [0.252, -1.415, -3.683], [0.238, 1.053, 0.059], [-0.610, 1.231, 1.341], [0.076, 0.749, 2.602], [1.298, -0.737, -0.567], [-0.048, -1.047, 0.430], [-0.186, -0.029, -2.345], [-0.891, -2.592, -2.439], [0.804, -2.304, -1.933], [1.281, 1.239, 0.324], [-0.132, 1.668, -0.754], [-1.536, 0.727, 1.131], [-0.824, 2.307, 1.402], [1.064, 1.182, 2.677], [-0.418, 1.205, 3.476], [0.019, -0.312, 2.788]], "nbo_charge": [-0.214, -0.719, 0.148, -0.938, -0.397, -0.401, -0.612, 0.141, 0.150, 0.368, 0.062, 0.044, 0.177, 0.208, 0.206, 0.181, 0.196, 0.191, 0.208]}



Entry 5:
{"formula": "C5H12NO", "method": "ωB97M-V with the def2-TZVPD basis set", "total_charge": -1, "homo_ha": -0.0560, "orbital_gap_ev": 4.929, "de_lowest_kj_mol": 498.5, "energy_ha": -327.5062, "elements": ["C", "N", "C", "C", "C", "O", "C", "H", "H", "H", "H", "H", "H", "H", "H", "H", "H", "H", "H"], "xyz": [[2.009, -0.165, 0.530], [1.057, -0.619, -0.474], [-0.271, -1.141, -0.045], [-1.370, -0.086, 0.367], [-2.076, 0.793, -0.531], [-3.111, 1.459, -0.050], [3.474, -0.511, 0.184], [1.747, -0.467, 1.547], [1.961, 0.930, 0.500], [-0.606, 2.121, -0.846], [-0.203, -1.964, 0.698], [-0.762, -1.532, -0.979], [-1.011, 0.738, 1.107], [-2.244, -0.588, 0.820], [-2.203, 0.409, -1.590], [-1.166, 1.655, -0.828], [3.465, -1.488, -0.264], [4.123, -0.669, 1.134], [3.792, 0.175, -0.603]], "nbo_charge": [-0.232, -0.861, -0.215, -0.504, 0.268, -0.659, -0.633, 0.124, 0.120, 0.178, 0.133, 0.154, 0.201, 0.229, 0.153, -0.022, 0.201, 0.171, 0.195]}



Entry 6:
{"formula": "C5H12NO", "method": "ωB97M-V with the def2-TZVPD basis set", "total_charge": -1, "homo_ha": -0.0872, "smiles": "CC[C@@H](C[O-])NC", "orbital_gap_ev": 6.523, "de_lowest_kj_mol": 87.4, "energy_ha": -327.6628, "elements": ["C", "N", "C", "C", "C", "C", "O", "H", "H", "H", "H", "H", "H", "H", "H", "H", "H", "H", "H"], "xyz": [[-1.617, -1.526, -0.220], [-0.249, -1.574, -0.768], [0.351, 2.235, 0.066], [-0.332, 0.948, -0.480], [0.518, -0.334, -0.463], [1.424, -0.573, 0.783], [0.693, -0.908, 1.888], [-1.608, -1.354, 0.859], [-2.124, -2.493, -0.341], [-2.276, -0.765, -0.640], [0.171, -2.208, -0.085], [-0.370, 3.053, 0.033], [0.714, 2.010, 1.061], [1.203, 2.549, -0.553], [-1.163, 0.919, 0.228], [-0.708, 1.142, -1.488], [1.282, -0.217, -1.268], [2.169, -1.301, 0.410], [1.922, 0.396, 0.976]], "nbo_charge": [-0.429, -0.649, -0.603, -0.407, -0.071, -0.044, -0.984, 0.209, 0.167, 0.168, 0.366, 0.182, 0.226, 0.178, 0.201, 0.178, 0.142, 0.078, 0.092]}



Entry 7:
{"formula": "C5H12NO", "method": "ωB97M-V with the def2-TZVPD basis set", "total_charge": -1, "homo_ha": -0.0730, "orbital_gap_ev": 6.124, "de_lowest_kj_mol": 502.2, "energy_ha": -327.5048, "elements": ["C", "N", "C", "C", "C", "O", "C", "H", "H", "H", "H", "H", "H", "H", "H", "H", "H", "H", "H"], "xyz": [[1.224, 0.872, 0.110], [1.217, -0.362, 0.964], [0.659, -1.454, 0.114], [-0.706, -1.202, -0.494], [-0.687, -0.833, -1.932], [-1.639, -0.552, -2.766], [0.055, 1.939, 0.362], [2.096, 1.616, 0.240], [1.161, 0.759, -1.034], [-1.035, -0.340, 3.049], [1.431, -1.574, -0.734], [0.756, -2.451, 0.674], [-1.521, -1.538, 0.136], [-0.708, -0.075, -0.896], [0.361, -0.851, -2.389], [-1.897, -0.392, 3.083], [0.329, 2.386, 1.377], [-0.217, 2.620, -0.531], [-0.877, 1.431, 0.666]], "nbo_charge": [-0.252, -0.814, -0.252, -0.386, 0.243, -0.696, -0.675, 0.153, 0.114, 0.052, 0.125, 0.187, 0.241, 0.303, 0.150, -0.068, 0.199, 0.185, 0.191]}



Entry 8:
{"formula": "C5H12NO", "method": "ωB97M-V with the def2-TZVPD basis set", "total_charge": -1, "homo_ha": -0.0794, "smiles": "CCNCCC[O-]", "orbital_gap_ev": 5.849, "de_lowest_kj_mol": 68.6, "energy_ha": -327.6699, "elements": ["C", "N", "C", "C", "C", "O", "C", "H", "H", "H", "H", "H", "H", "H", "H", "H", "H", "H", "H"], "xyz": [[-1.902, 0.460, 0.142], [-0.568, 0.654, 0.617], [0.474, 0.880, -0.369], [1.862, 0.671, 0.251], [2.254, -0.824, 0.334], [3.495, -1.061, 0.729], [-2.218, -0.858, -0.554], [-2.174, 1.305, -0.499], [-2.545, 0.553, 1.027], [-0.278, -0.042, 1.293], [0.410, 1.935, -0.682], [0.344, 0.262, -1.267], [1.758, 1.094, 1.259], [2.587, 1.223, -0.343], [1.991, -1.244, -0.694], [1.407, -1.318, 0.911], [-1.766, -0.970, -1.545], [-3.290, -1.023, -0.656], [-1.842, -1.697, 0.045]], "nbo_charge": [-0.204, -0.649, -0.215, -0.432, 0.019, -0.937, -0.632, 0.172, 0.173, 0.363, 0.157, 0.152, 0.179, 0.187, 0.039, 0.031, 0.203, 0.190, 0.204]}